No. 1
ORCA calculation (ωB97M-V/def2-TZVPD) on a molecular structure, C29H69BaN2O10 at a distorted geometry.

⟨S²⟩: 0.75
Total charge: +2
Multiplicity: 2
E_LUMO (spin up / spin down) in eV: -4.950 / -8.580
Energy above the lowest of the compared OMol25 structures with the same formula, charge and spin in kcal per mole: 0.00
E_HOMO (spin up / spin down) in eV: -12.1 / -12.1
Frontier orbital gap (spin up / spin down) in eV: 7.13 / 3.50

Positions of all 111 atoms, in Å:
H  2.8771  3.9309  -1.5199
C  -1.0673  4.2475  -1.1698
H  -4.8116  4.6405  1.7748
O  -0.2726  2.5539  3.1235
C  -3.9981  5.2794  2.1184
H  0.9141  -1.6141  -1.8144
H  4.7034  1.8625  -3.8026
H  -2.5673  -3.3871  3.2481
C  2.6575  -0.6735  -2.8668
C  -1.9811  -3.3215  2.3315
H  3.4604  -4.4389  1.1962
H  -2.2506  4.9651  3.2925
C  4.6769  -0.0498  -1.4861
H  5.4092  -0.4547  -0.7875
H  2.6491  3.5419  1.8923
H  -2.3580  4.8374  -2.8553
H  -3.0739  1.9243  -4.6034
C  -3.1706  0.8930  -4.9427
H  -3.5636  3.8744  3.7766
H  -4.2492  0.8241  -5.0844
H  -3.1082  0.5718  3.0120
C  1.4095  -5.8749  1.6518
H  -4.4243  -0.3029  -3.0305
H  -2.8066  -1.1294  -4.3836
O  1.0377  0.9509  -3.3553
H  -3.4683  5.5493  1.2049
H  3.0314  -0.9959  -0.7216
H  2.4190  -6.2861  1.6587
H  1.3456  -0.0079  -0.4958
C  3.3357  -0.8321  -4.2849
O  -2.6895  3.3982  1.9813
H  4.0846  -0.0979  -4.5819
H  2.0428  1.8866  2.0050
H  0.6379  -2.0908  0.6144
H  0.7039  -6.5751  1.2047
O  -0.8148  0.5913  -1.0254
C  -2.7222  -0.1359  -3.9430
C  -2.0518  3.9932  -2.2374
H  0.3020  3.6038  1.4151
H  -4.3253  6.1280  2.7193
C  4.0778  1.3651  -1.1663
H  -0.2059  1.7696  2.5741
C  -4.1675  -1.1196  3.7615
O  -3.5608  0.0227  -2.7662
H  4.1520  3.4210  -3.3137
H  -0.4516  -4.7729  4.3154
H  -5.0621  -1.3614  4.3355
O  -1.1602  0.7735  1.1104
H  1.9346  -2.6936  -2.7782
H  1.9304  2.6938  -0.7009
H  2.4417  2.7302  3.4442
C  2.6312  -3.7380  1.1004
N  0.1620  -3.7683  1.0875
C  3.8104  2.3999  -3.4834
H  -1.1127  -5.6595  2.8773
H  -0.2908  4.8971  -1.5735
O  -4.8920  0.4975  2.1731
C  -0.4005  0.5125  0.1299
C  -0.3811  -4.9375  3.2402
C  0.9717  -5.6490  3.0922
H  0.2917  -5.3318  -0.9413
H  -3.3183  -1.5195  4.3155
H  -5.8122  0.3056  2.3683
H  -1.4127  4.7936  -0.2920
C  3.5825  -1.0086  -1.6619
N  2.1402  0.7012  -2.5805
O  -0.0361  -2.6816  0.2706
C  -0.4194  -3.5993  2.4298
H  -4.1530  -1.7729  2.8891
H  2.8514  -2.9197  0.4148
H  -0.5167  -1.9185  3.9999
H  4.9620  2.0024  -1.1710
H  4.0331  -2.0010  -1.6760
H  3.7550  -1.8309  -4.4058
C  0.5720  3.4708  2.4627
O  0.9132  0.2149  0.3319
H  5.2082  0.0131  -2.4358
H  1.6968  -5.1575  3.7408
H  0.3537  0.7408  -2.7152
H  -2.4710  -3.9648  1.6006
H  1.4228  3.2846  -2.3312
C  1.9982  2.8764  2.4593
C  0.1082  -2.3653  3.2266
H  2.6162  -0.8014  -5.1032
C  1.3602  -4.5109  0.8431
H  0.5488  4.4465  2.9481
C  1.2757  -4.9853  -0.6256
C  3.0513  1.8864  -2.2823
H  -2.0422  -2.3090  1.9325
H  -2.6826  0.8242  -5.9149
H  -1.6920  3.2720  -2.9712
H  1.9847  -5.7952  -0.7977
H  -4.4413  0.8954  4.1834
C  -3.0738  4.3509  2.9274
O  -3.1545  3.5448  -1.5272
C  2.2620  3.0451  -1.6780
H  -1.9292  2.9711  2.3829
H  2.4524  -3.1744  2.0162
H  0.9765  -6.6140  3.5991
H  3.7439  1.5114  -0.1391
H  0.3142  -1.5667  2.5139
C  -4.1213  0.3128  3.3195
H  1.0686  -2.5615  3.7032
H  -1.7012  0.0425  -3.6058
H  1.5114  -4.2519  -1.3968
H  -3.8051  4.2498  -1.5649
Ba  -3.5364  1.2686  -0.1280
C  1.5040  -1.6935  -2.7275
H  3.2087  2.4158  -4.3922
H  -0.5630  3.2993  -0.9832
H  0.7651  -1.5675  -3.5189

Forces on the atoms, in the same order (eV/Å):
H 0.12 -0.24 -0.19
C 2.49 1.01 -0.67
H -0.53 0.32 0.18
O -0.70 0.54 0.05
C 0.21 -0.93 0.66
H 0.34 0.01 0.31
H -0.02 -0.39 0.53
H 0.65 -0.07 0.23
C 0.32 -1.58 1.52
C 0.90 0.39 -1.41
H 0.21 0.46 -0.02
H 0.39 -0.33 0.04
C 0.14 1.62 -0.39
H -0.12 0.58 0.38
H 0.21 0.00 -0.04
H 0.23 0.37 0.23
H 0.48 -0.01 0.29
C -0.39 0.69 -0.44
H -0.14 0.12 0.08
H -0.09 -0.41 -0.32
H 0.10 0.23 0.29
C -0.85 1.74 0.77
H -0.26 -0.08 -0.01
H -0.01 -0.14 0.38
O 1.45 0.76 0.74
H 0.14 0.49 0.21
H -0.55 -0.15 -0.04
H -0.07 0.02 -0.42
H -0.19 -0.02 -0.29
C -0.52 0.44 -0.23
O 0.32 -1.13 -0.70
H 0.10 -0.05 0.59
H -0.33 -0.02 -0.29
H 0.15 1.01 -0.27
H 0.12 -0.04 -0.18
O -0.19 -0.03 -2.69
C -0.06 0.82 0.04
C 0.49 0.88 -0.76
H -0.43 0.12 -0.18
H -0.19 0.00 -0.39
C 1.37 -0.37 -0.83
H -0.33 -0.72 0.03
C -0.05 -1.48 -0.25
O 0.19 -0.38 0.32
H -0.24 -0.05 0.29
H -0.72 0.31 -0.13
H -0.09 0.13 0.01
O 1.19 -0.48 0.01
H -0.08 0.14 -0.04
H -0.45 0.32 0.06
H -0.28 0.34 0.17
C -0.06 0.70 0.75
N -2.15 -2.05 2.13
C 0.38 -0.17 -1.81
H -0.46 0.41 0.06
H 0.38 0.03 -0.05
O -1.04 0.68 -1.43
C -0.79 0.66 1.26
C 2.03 -0.33 -0.76
C 0.33 -0.37 0.73
H -0.13 -0.20 0.59
H 0.11 0.71 0.33
H -0.23 -0.07 0.02
H -0.40 -0.53 -0.02
C -0.07 -0.52 0.06
N 1.18 0.36 -2.77
O 0.52 0.64 -0.23
C -2.36 -0.14 1.58
H -0.26 0.05 -0.21
H 0.05 -0.37 -0.65
H -0.43 -0.46 -0.14
H -0.21 0.57 -0.41
H -0.52 -0.28 -0.69
H 0.17 -0.02 0.66
C 1.77 -0.66 0.07
O -0.43 0.08 1.19
H 0.27 0.20 -0.06
H 0.46 0.63 -0.51
H -1.83 -0.27 0.73
H 0.20 -0.24 -0.06
H -0.01 0.21 0.17
C 0.12 0.56 0.00
C 1.22 -0.35 -0.46
H -0.51 0.23 0.31
C 0.27 -1.80 -1.72
H -0.13 -0.17 0.17
C 0.46 -0.03 -0.80
C 1.25 -0.47 2.34
H -0.42 0.24 0.05
H 0.00 -0.19 0.05
H -0.08 -0.43 0.18
H 0.04 -0.12 0.08
H 0.01 0.69 -0.39
C -1.21 1.73 -0.51
O -2.83 -1.27 0.13
C -0.64 -0.88 0.07
H 0.89 -0.67 0.11
H 0.51 -0.35 0.56
H -0.56 -0.30 -0.08
H -0.71 -0.53 -0.07
H -0.11 0.26 -0.06
C 1.40 -0.76 1.49
H 0.11 -0.18 0.09
H -0.07 -0.19 0.04
H 0.22 0.46 0.32
H -0.30 -0.07 0.19
Ba 1.03 0.01 0.41
C -0.51 0.53 -0.83
H -0.36 0.18 0.08
H -0.14 0.04 0.78
H 0.17 -0.22 -0.27

***

No. 2
ORCA calculation (ωB97M-V/def2-TZVPD) on a molecular structure, C29H46N12PtSe.

⟨S²⟩: 6.10
Total charge: +4
Multiplicity: 5
E_LUMO (spin up / spin down) in eV: -10.375 / -12.063
Energy above the lowest of the compared OMol25 structures with the same formula, charge and spin in kcal per mole: 0.00
E_HOMO (spin up / spin down) in eV: -17.4 / -18.4
Frontier orbital gap (spin up / spin down) in eV: 7.05 / 6.30

Positions of all 89 atoms, in Å:
N  -2.3025  1.4533  0.1144
H  0.1646  4.2290  -2.3873
H  1.6345  -5.2712  1.4486
H  -6.5001  2.1247  -1.0988
H  -6.5072  1.1689  0.3857
H  1.2416  3.5632  4.6903
C  1.2681  -4.6023  2.2289
C  3.5292  -3.3750  2.0953
H  -2.0505  0.1952  5.1700
C  -2.3153  0.3799  -2.4296
H  -2.6490  5.1684  2.2717
H  3.6459  -1.2592  2.4939
N  5.1479  -5.1003  -3.1046
C  -0.7416  3.1822  1.9247
H  0.8622  4.5353  2.4585
H  -5.4014  3.7033  0.6747
C  -1.4230  1.9542  2.3091
Pt  1.4549  -2.4337  0.2651
H  -5.0977  1.0308  -3.1709
C  0.2910  3.6748  2.7804
H  1.7723  -2.7537  2.9490
N  -0.9729  6.1184  1.4096
N  -1.1729  3.8473  0.8692
H  1.3758  -5.1104  3.1896
C  -2.1408  0.4943  4.1336
C  -5.9354  1.3995  -0.5136
H  -0.3702  6.3752  -2.3852
H  5.0559  -1.9067  1.6650
H  -1.7035  0.0013  -1.6148
N  -4.6366  1.9182  -0.0773
N  2.2265  -4.0523  -1.2315
H  3.2074  -6.8206  -3.8853
C  -0.3164  2.1088  4.4882
Se  5.9420  -3.7902  -2.2811
C  -0.1862  7.3573  1.4777
C  -0.7191  5.1191  0.5633
H  -0.2216  1.7508  5.5049
C  -2.0091  6.0275  2.4395
H  0.7369  7.2623  0.9171
C  -0.1879  -4.2175  2.0033
H  -0.7527  8.2161  1.1208
H  -0.8362  -5.0908  2.0614
H  0.3603  -4.8925  -1.3658
N  -0.3670  -3.5218  0.6777
C  0.4930  3.1394  4.0347
H  3.8193  -4.0947  1.3291
H  0.8736  -6.6210  -2.9528
C  3.5164  -4.1269  -1.7345
C  1.6704  -5.9554  -2.6531
N  2.0534  -3.3573  2.1778
C  -4.7152  2.9170  0.9913
N  -3.3921  1.2093  -1.9036
C  -1.2836  1.5097  3.6367
C  3.8874  -5.1329  -2.7034
H  -4.7537  2.6686  -2.5640
H  -1.1970  -2.9359  0.7156
C  -4.3123  1.7396  -2.9123
H  -3.7378  3.3602  1.1583
C  -3.1259  -0.0615  3.3367
H  1.5385  4.2418  -1.2769
N  -0.1607  5.2993  -0.6280
H  -1.5594  5.9606  3.4317
C  -0.1386  6.5801  -1.3415
H  -5.8052  0.4848  -1.0840
H  0.8377  7.0606  -1.2945
N  3.3608  -1.5521  0.4195
H  0.0652  7.5238  2.5251
H  0.1064  3.2359  -0.9202
C  2.9260  -6.0670  -3.1608
C  1.3808  -4.9441  -1.7110
H  -2.6170  6.9306  2.3956
H  -5.0968  2.4783  1.9138
C  -3.4706  1.5123  -0.6128
H  -0.8994  7.2457  -0.9482
H  -0.5811  -4.2212  -0.0240
C  3.9690  -1.9623  1.7249
N  4.4879  -3.3111  -1.3783
H  -1.6982  0.9661  -3.1104
H  -3.9867  -0.1483  1.3783
H  -3.8017  -0.7995  3.7478
H  -0.5059  -3.5198  2.7800
H  3.9281  -1.9783  -0.3327
C  0.4512  4.1790  -1.3383
C  -2.3599  1.2740  1.4395
H  3.4086  -0.5439  0.3086
H  3.9805  -3.6805  3.0412
H  -2.7447  -0.4541  -2.9857
C  -3.2481  0.3229  2.0127
H  -3.7307  1.9435  -3.8096

Forces on the atoms, in the same order (eV/Å):
N -0.23 0.90 -0.04
H -0.01 0.00 0.00
H 0.00 0.00 0.01
H 0.01 0.00 -0.01
H -0.01 0.00 -0.01
H 0.02 0.00 0.00
C 0.02 0.00 0.00
C -0.03 0.02 0.01
H 0.03 -0.01 0.01
C 0.07 -0.02 0.03
H -0.02 0.00 -0.02
H 0.00 0.01 0.01
N -0.01 -0.04 -0.04
C 0.13 0.11 -0.11
H 0.03 -0.01 0.01
H -0.01 -0.01 0.00
C -0.09 -0.08 -0.07
Pt 0.25 -0.65 -0.09
H 0.00 -0.01 0.00
C 0.01 -0.03 0.05
H 0.01 0.00 0.00
N -0.03 -0.04 -0.12
N -0.23 -0.20 0.05
H -0.01 -0.01 -0.01
C -0.04 0.01 -0.02
C -0.03 0.02 -0.06
H 0.00 0.00 0.00
H -0.01 -0.01 -0.01
H -0.02 0.03 -0.06
N 0.20 0.10 0.06
N 0.01 0.05 0.05
H -0.01 -0.01 0.00
C 0.04 0.05 0.00
Se 0.01 0.00 0.00
C 0.02 0.02 -0.01
C 0.00 0.20 -0.07
H 0.01 -0.02 0.01
C 0.00 -0.01 0.07
H 0.01 -0.01 0.00
C -0.03 0.00 0.00
H -0.01 0.00 -0.01
H 0.02 -0.01 0.00
H -0.03 0.01 0.00
N 0.04 0.13 0.06
C -0.04 -0.01 0.03
H 0.00 0.01 0.00
H 0.01 -0.01 0.00
C -0.01 -0.12 -0.03
C -0.08 0.02 0.04
N 0.05 0.02 -0.02
C -0.01 0.04 -0.04
N -0.06 -0.15 -0.03
C -0.04 -0.04 0.02
C -0.01 0.09 0.09
H -0.02 0.00 0.02
H 0.02 0.00 0.06
C -0.03 0.01 -0.02
H 0.00 0.03 0.01
C 0.02 0.04 -0.01
H 0.00 0.00 0.00
N 0.11 -0.04 0.18
H 0.00 -0.01 -0.01
C -0.02 0.06 -0.04
H -0.01 0.00 -0.01
H 0.00 -0.01 0.00
N -0.07 0.14 -0.01
H -0.01 0.00 0.01
H 0.02 0.03 -0.01
C 0.06 -0.04 -0.06
C 0.07 0.00 -0.10
H 0.01 0.00 0.01
H 0.01 -0.01 0.00
C -0.06 -0.33 -0.03
H 0.00 0.00 0.00
H -0.02 0.01 -0.02
C 0.02 -0.06 0.01
N -0.01 0.05 0.04
H 0.02 0.00 0.00
H 0.02 -0.02 -0.03
H 0.00 -0.02 0.01
H -0.01 -0.02 0.00
H -0.01 0.03 -0.02
C -0.02 -0.05 -0.04
C -0.04 -0.24 0.17
H 0.00 0.01 0.05
H 0.00 0.01 0.00
H -0.01 0.00 0.00
C 0.06 0.06 0.10
H 0.00 0.02 0.01